This record from the OMol25 dataset describes 7 unconnected molecules or ions with the total composition C38H114N18O7P6S in a non-equilibrium geometry. The level of theory is ωB97M-V with the def2-TZVPD basis set.

Each atom is followed by the atoms it is bonded to, with distances in Å.
Cartesian coordinates (Å):
1 O -2.4703 0.2688 3.7031  P2 1.480
2 P -1.7556 0.0484 2.4259  O1 1.480, N3 1.756, N6 1.764, N9 1.751
3 N -1.3706 -1.6122 2.0043  P2 1.756, C4 1.442, C5 1.480
4 C -0.7951 -2.0248 0.7481  N3 1.442, H12 1.090, H13 1.090, H14 1.090
5 C -1.0454 -2.5625 3.0919  N3 1.480, H15 1.090, H16 1.090, H17 1.090
6 N -0.1553 0.7810 2.3066  P2 1.764, C7 1.525, C8 1.469
7 C 0.1680 2.2671 2.4169  N6 1.525, H18 1.090, H19 1.090, H20 1.090
8 C 1.1306 0.0725 2.2692  N6 1.469, H21 1.090, H22 1.090, H23 1.090
9 N -2.6510 0.7554 1.0971  P2 1.751, C10 1.465, C11 1.451
10 C -4.0051 0.2417 0.8778  N9 1.465, H24 1.090, H25 1.090, H26 1.090
11 C -2.1100 1.1913 -0.1766  N9 1.451, H27 1.090, H28 1.090, H29 1.090
12 H -1.6605 -2.0046 0.0856  C4 1.090
13 H -0.4512 -3.0271 0.4925  C4 1.090
14 H -0.1944 -1.2049 0.3543  C4 1.090
15 H -0.0606 -2.4641 3.5486  C5 1.090
16 H -1.1256 -3.5529 2.6437  C5 1.090
17 H -1.8228 -2.5979 3.8552  C5 1.090
18 H -0.7281 2.7843 2.0739  C7 1.090
19 H 0.4773 2.4032 3.4532  C7 1.090
20 H 0.9719 2.6970 1.8192  C7 1.090
21 H 1.8053 0.5100 3.0050  C8 1.090
22 H 1.0493 -1.0083 2.3853  C8 1.090
23 H 1.4297 0.2067 1.2297  C8 1.090
24 H -4.1919 -0.3486 -0.0193  C10 1.090
25 H -4.1577 -0.3982 1.7469  C10 1.090
26 H -4.6604 1.0888 1.0805  C10 1.090
27 H -1.5829 2.1448 -0.1448  C11 1.090
28 H -2.8142 1.4658 -0.9621  C11 1.090
29 H -1.2957 0.5536 -0.5208  C11 1.090
30 O 3.7066 6.0224 -1.7792  P31 1.509
31 P 3.0429 4.8100 -2.3838  O30 1.509, N32 1.700, N35 1.697, N38 1.727
32 N 1.7886 5.2163 -3.4563  P31 1.700, C33 1.462, C34 1.535
33 C 1.9540 5.0819 -4.9027  N32 1.462, H41 1.090, H42 1.090, H43 1.090
34 C 0.7022 6.2306 -3.0727  N32 1.535, H44 1.090, H45 1.090, H46 1.090
35 N 2.4730 3.8471 -1.1083  P31 1.697, C36 1.498, C37 1.456
36 C 3.2377 3.7626 0.1771  N35 1.498, H47 1.090, H48 1.090, H49 1.090
37 C 1.1657 3.2090 -1.0453  N35 1.456, H50 1.090, H51 1.090, H52 1.090
38 N 4.1055 3.8253 -3.3230  P31 1.727, C39 1.471, C40 1.470
39 C 3.8329 2.4164 -3.6470  N38 1.471, H53 1.090, H54 1.090, H55 1.090
40 C 5.3128 4.4242 -3.9104  N38 1.470, H56 1.090, H57 1.090, H58 1.090
41 H 1.6582 4.1133 -5.3058  C33 1.090
42 H 3.0250 5.2635 -4.9920  C33 1.090
43 H 1.3772 5.8980 -5.3379  C33 1.090
44 H -0.2297 6.0387 -3.6045  C34 1.090
45 H 0.9800 7.2081 -3.4670  C34 1.090
46 H 0.5056 6.2278 -2.0006  C34 1.090
47 H 2.7226 3.3115 1.0252  C36 1.090
48 H 4.0867 3.1087 -0.0222  C36 1.090
49 H 3.6408 4.7540 0.3836  C36 1.090
50 H 1.0745 2.4273 -0.2912  C37 1.090
51 H 0.4498 3.9854 -0.7755  C37 1.090
52 H 0.9008 2.8768 -2.0491  C37 1.090
53 H 3.7554 1.7286 -2.8050  C39 1.090
54 H 2.9297 2.4625 -4.2555  C39 1.090
55 H 4.6305 2.0614 -4.2995  C39 1.090
56 H 5.1263 4.5718 -4.9742  C40 1.090
57 H 6.1996 3.8233 -3.7093  C40 1.090
58 H 5.4685 5.4137 -3.4805  C40 1.090
59 O 3.7280 1.6252 4.1605  P60 1.491
60 P 4.1813 2.4607 5.3088  O59 1.491, N61 1.681, N64 1.736, N67 1.734
61 N 3.1664 3.7468 5.6849  P60 1.681, C62 1.515, C63 1.463
62 C 2.9119 4.0831 7.1396  N61 1.515, H70 1.090, H71 1.090, H72 1.090
63 C 2.5729 4.5330 4.6035  N61 1.463, H73 1.090, H74 1.090, H75 1.090
64 N 5.7128 3.2417 5.0664  P60 1.736, C65 1.452, C66 1.443
65 C 6.3898 3.8252 6.2113  N64 1.452, H76 1.090, H77 1.090, H78 1.090
66 C 6.4468 2.8043 3.9032  N64 1.443, H79 1.090, H80 1.090, H81 1.090
67 N 4.4047 1.4203 6.6776  P60 1.734, C68 1.526, C69 1.537
68 C 4.9479 1.8523 8.0363  N67 1.526, H82 1.090, H83 1.090, H84 1.090
69 C 3.5682 0.1325 6.7531  N67 1.537, H85 1.090, H86 1.090, H87 1.090
70 H 2.5846 3.1917 7.6747  C62 1.090
71 H 2.1617 4.8478 7.3411  C62 1.090
72 H 3.8341 4.4116 7.6189  C62 1.090
73 H 2.9539 4.4454 3.5860  C63 1.090
74 H 2.5850 5.5821 4.8991  C63 1.090
75 H 1.5137 4.2821 4.6609  C63 1.090
76 H 7.1399 3.2012 6.6973  C65 1.090
77 H 7.0847 4.5079 5.7223  C65 1.090
78 H 5.7321 4.5031 6.7554  C65 1.090
79 H 6.9594 1.8592 4.0824  C66 1.090
80 H 5.8236 2.6805 3.0175  C66 1.090
81 H 7.2816 3.4961 3.7915  C66 1.090
82 H 5.0557 2.9366 8.0081  C68 1.090
83 H 4.2929 1.5535 8.8547  C68 1.090
84 H 5.9405 1.4447 8.2282  C68 1.090
85 H 2.8921 0.0731 7.6060  C69 1.090
86 H 4.3341 -0.6412 6.6989  C69 1.090
87 H 2.9574 0.0265 5.8566  C69 1.090
88 O -6.6773 -3.0674 -4.4918  P89 1.457
89 P -7.0524 -1.9277 -3.6646  O88 1.457, N90 1.736, N93 1.712, N96 1.693
90 N -6.6215 -2.2487 -2.0137  P89 1.736, C91 1.446, C92 1.513
91 C -5.5027 -3.1407 -1.8048  N90 1.446, H99 1.090, H100 1.090, H101 1.090
92 C -7.1984 -1.4506 -0.8655  N90 1.513, H102 1.090, H103 1.090, H104 1.090
93 N -8.7425 -1.7414 -3.4632  P89 1.712, C94 1.475, C95 1.450
94 C -9.4337 -2.9224 -2.9122  N93 1.475, H105 1.090, H106 1.090, H107 1.090
95 C -9.5141 -1.0784 -4.4964  N93 1.450, H108 1.090, H109 1.090, H110 1.090
96 N -6.3913 -0.4093 -4.0142  P89 1.693, C97 1.479, C98 1.482
97 C -5.3722 -0.4849 -5.0837  N96 1.479, H111 1.090, H112 1.090, H113 1.090
98 C -6.6029 0.9063 -3.3656  N96 1.482, H114 1.090, H115 1.090, H116 1.090
99 H -5.3381 -3.4487 -0.7722  C91 1.090
100 H -4.5438 -2.9997 -2.3034  C91 1.090
101 H -5.8118 -4.0842 -2.2547  C91 1.090
102 H -8.0464 -0.8715 -1.2313  C92 1.090
103 H -6.4759 -0.6798 -0.5973  C92 1.090
104 H -7.4175 -2.0347 0.0284  C92 1.090
105 H -9.2873 -3.0070 -1.8354  C94 1.090
106 H -10.5022 -2.7436 -3.0326  C94 1.090
107 H -9.2711 -3.8855 -3.3961  C94 1.090
108 H -9.6218 -1.7429 -5.3537  C95 1.090
109 H -10.5159 -0.8925 -4.1090  C95 1.090
110 H -9.0112 -0.1196 -4.6218  C95 1.090
111 H -5.6644 -1.0544 -5.9660  C97 1.090
112 H -4.9617 0.4643 -5.4280  C97 1.090
113 H -4.5217 -1.0112 -4.6503  C97 1.090
114 H -6.0347 1.1015 -2.4562  C98 1.090
115 H -7.6658 0.8888 -3.1245  C98 1.090
116 H -6.2720 1.6373 -4.1033  C98 1.090
117 O 5.4030 -5.8051 0.1057  P118 1.447
118 P 4.7092 -5.5875 1.3570  O117 1.447, N119 1.704, N122 1.723, N125 1.724
119 N 3.2139 -4.7697 1.3612  P118 1.704, C120 1.474, C121 1.448
120 C 3.0293 -3.3632 1.7623  N119 1.474, H128 1.090, H129 1.090, H130 1.090
121 C 2.1398 -5.3279 0.5658  N119 1.448, H131 1.090, H132 1.090, H133 1.090
122 N 5.6851 -4.7554 2.5072  P118 1.723, C123 1.475, C124 1.432
123 C 5.2502 -4.7878 3.9166  N122 1.475, H134 1.090, H135 1.090, H136 1.090
124 C 7.0872 -4.6611 2.2345  N122 1.432, H137 1.090, H138 1.090, H139 1.090
125 N 4.4259 -7.0541 2.2180  P118 1.724, C126 1.475, C127 1.532
126 C 3.2181 -7.3920 2.9944  N125 1.475, H140 1.090, H141 1.090, H142 1.090
127 C 5.6134 -8.0008 2.4186  N125 1.532, H143 1.090, H144 1.090, H145 1.090
128 H 2.0245 -2.9684 1.6114  C120 1.090
129 H 3.6693 -2.7384 1.1394  C120 1.090
130 H 3.5268 -3.1568 2.7099  C120 1.090
131 H 1.4727 -6.0586 1.0231  C121 1.090
132 H 2.6086 -5.7239 -0.3350  C121 1.090
133 H 1.7794 -4.4318 0.0606  C121 1.090
134 H 4.1676 -4.6620 3.9352  C123 1.090
135 H 5.5309 -5.7214 4.4041  C123 1.090
136 H 5.8002 -4.0121 4.4495  C123 1.090
137 H 7.3113 -4.8053 1.1776  C124 1.090
138 H 7.5907 -3.7383 2.5230  C124 1.090
139 H 7.5342 -5.5448 2.6899  C124 1.090
140 H 2.3422 -7.2088 2.3720  C126 1.090
141 H 3.2652 -8.4479 3.2606  C126 1.090
142 H 3.1910 -6.8600 3.9454  C126 1.090
143 H 6.1346 -8.3272 1.5187  C127 1.090
144 H 5.2012 -8.9084 2.8597  C127 1.090
145 H 6.3243 -7.5802 3.1299  C127 1.090
146 O -1.8486 -1.0893 -2.9561  P147 1.461
147 P -0.8195 -0.9071 -3.9775  O146 1.461, N148 1.756, N151 1.665, N154 1.659
148 N 0.8524 -0.5563 -3.5718  P147 1.756, C149 1.546, C150 1.509
149 C 2.0531 -0.4850 -4.5435  N148 1.546, H157 1.090, H158 1.090, H159 1.090
150 C 1.2284 -0.5160 -2.1104  N148 1.509, H160 1.090, H161 1.090, H162 1.090
151 N -1.1746 0.4220 -4.9146  P147 1.665, C152 1.460, C153 1.517
152 C -1.7747 1.5924 -4.2801  N151 1.460, H163 1.090, H164 1.090, H165 1.090
153 C -0.3969 0.8575 -6.1422  N151 1.517, H166 1.090, H167 1.090, H168 1.090
154 N -0.7460 -2.2353 -4.9694  P147 1.659, C155 1.452, C156 1.524
155 C -0.2186 -3.5187 -4.5411  N154 1.452, H169 1.090, H170 1.090, H171 1.090
156 C -1.7406 -2.3364 -6.1197  N154 1.524, H172 1.090, H173 1.090, H174 1.090
157 H 1.8379 -0.6584 -5.5979  C149 1.090
158 H 2.6987 -1.3404 -4.3446  C149 1.090
159 H 2.5326 0.4672 -4.3165  C149 1.090
160 H 1.1839 -1.4262 -1.5124  C150 1.090
161 H 0.6230 0.2751 -1.6682  C150 1.090
162 H 2.2657 -0.1848 -2.1605  C150 1.090
163 H -1.0965 2.4238 -4.4723  C152 1.090
164 H -2.6803 1.9250 -4.7874  C152 1.090
165 H -1.8323 1.5253 -3.1937  C152 1.090
166 H 0.3120 1.6598 -5.9379  C153 1.090
167 H 0.1819 -0.0385 -6.3665  C153 1.090
168 H -1.0365 1.0585 -7.0016  C153 1.090
169 H -1.0950 -4.0648 -4.1920  C155 1.090
170 H 0.3390 -4.1113 -5.2663  C155 1.090
171 H 0.6248 -3.4155 -3.8584  C155 1.090
172 H -1.5863 -3.0625 -6.9179  C156 1.090
173 H -1.9388 -1.3568 -6.5545  C156 1.090
174 H -2.7058 -2.6840 -5.7511  C156 1.090
175 C -10.1991 2.3432 1.2747  S176 1.897, H179 1.090, H180 1.090, H181 1.090
176 S -8.4657 3.0480 0.9650  C175 1.897, O177 1.501, C178 1.815
177 O -8.2090 4.4619 1.3993  S176 1.501
178 C -7.4396 1.9585 1.9922  S176 1.815, H182 1.090, H183 1.090, H184 1.090
179 H -11.0057 2.7988 0.7003  C175 1.090
180 H -10.4289 2.3618 2.3400  C175 1.090
181 H -10.4283 1.3002 1.0561  C175 1.090
182 H -6.4106 2.3027 2.0963  C178 1.090
183 H -7.4493 0.9506 1.5773  C178 1.090
184 H -7.8924 1.7809 2.9677  C178 1.090

The LUMO energy (alpha / beta) is 1.881 / 1.844 eV. The frontier orbital gap (alpha / beta) comes out at 1.190 / 8.196 eV. The largest force on an atom is 0.082 hartree/bohr. Its spin multiplicity is 2. The charge is -1. For the HOMO energy (alpha / beta), the calculation gives 0.6915 / -6.3527 eV. For the molar mass, the calculation gives 1153.36 g/mol. The expectation value of S² is 0.75.